Formula: C13H30AlBBr3NO9P
Source: the OMol25 dataset
Level of theory: ωB97M-V/def2-TZVPD

ORCA input file:
```
! RIJCOSX wB97M-V def2-TZVPD def2/J DEFGRID3
* xyz -1 1
C 2.998 2.307 3.415
C 3.679 1.966 2.136
O 3.253 0.674 1.722
B 3.111 0.649 0.348
O 4.254 0.821 -0.422
Al 1.226 0.378 -0.646
C 1.423 0.919 -2.574
C 0.202 0.668 -3.486
N -0.354 1.913 -4.035
C -1.453 2.464 -3.234
C -2.666 1.594 -3.046
C -0.513 1.902 -5.399
C -1.823 2.214 -6.044
O 0.406 1.662 -6.116
C 0.590 -1.543 -0.378
O 1.002 -1.955 0.941
C 0.372 -3.049 1.478
O 1.312 -4.064 1.730
C 1.571 -4.336 3.057
C 0.415 -4.950 3.828
O -0.555 -5.484 2.969
P -0.350 1.836 0.459
O -0.035 3.246 0.258
O -0.392 1.572 2.063
O -1.918 1.499 0.101
H 2.942 1.442 4.038
H 3.534 3.083 3.922
H 2.014 2.676 3.222
H 3.457 2.728 1.410
H 4.737 1.939 2.308
H 4.050 1.532 -1.031
H 1.590 1.977 -2.585
H 2.292 0.500 -3.037
H -0.533 0.121 -2.923
H 0.501 0.047 -4.297
H -1.759 3.368 -3.712
H -1.044 2.766 -2.299
H -2.478 0.829 -2.336
H -2.981 1.119 -3.951
H -3.470 2.200 -2.682
H -1.650 2.648 -6.994
H -2.430 2.893 -5.492
H -2.374 1.310 -6.167
H 1.018 -2.250 -1.073
H -0.483 -1.573 -0.464
H -0.351 -3.447 0.797
H -0.157 -2.749 2.369
H 2.369 -5.044 3.054
H 1.929 -3.476 3.602
H 0.820 -5.735 4.437
H 0.018 -4.221 4.495
H -0.929 -6.265 3.364
H -0.996 0.833 2.194
H -2.465 2.152 0.555
C -4.614 -0.982 4.005
Br -6.192 0.120 3.965
Br -3.374 -0.475 2.632
Br -3.819 -0.975 5.753
H -4.928 -1.992 3.796
*
```

gap between HOMO and LUMO: 6.07 eV
electronic energy: -9576.0890 Ha
max |F|: 2.767 eV/Å
molar mass: 652.86 g mol⁻¹
LUMO: 1.60 eV

Löwdin atomic charge list, values in e, 8 entries: -0.07 -0.28 -0.01 -0.61 0.09 0.47 -0.21 -0.22